[1]
The following is a DFT calculation (ωB97M-V with the def2-TZVPD basis set) of a single C3H3FN2O molecule.

## Properties
Frontier orbital gap in eV: 10.759
SMILES: Cc1nnoc1F
DFT total energy in eV: -10901.9778
Net charge: 0

Atoms and positions in Å:
1 C 0.45249 -1.04446 -0.84866
2 C 0.20814 0.04457 0.15500
3 N 1.00724 0.37902 1.20573
4 N 0.49937 1.31754 1.91910
5 O -0.80804 1.60800 1.34171
6 C -0.84330 0.83081 0.28274
7 F -1.77902 0.95286 -0.57514
8 H 1.53827 -1.14184 -1.35435
9 H 0.07010 -2.07046 -0.43383
10 H -0.34526 -0.87604 -1.69230

Forces on atoms 1 to 6 (eV/Å):
-0.8 -1.5 -1.9
1.9 -1.5 -0.1
-0.1 1.6 1.5
0.2 -1.8 -1.1
0.6 0.0 -0.4
-0.2 0.8 0.5

[2]
The following is a DFT calculation (ωB97M-V with the def2-TZVPD basis set) of a molecular structure, C3H3FN2OS.

## Properties
Frontier orbital gap in eV: 8.745
DFT total energy in eV: -21735.3395
Net charge: 0

Atoms and positions in Å:
1 C -0.49406 -0.42054 0.04586
2 C 0.53192 -1.25184 -0.10284
3 C 1.54459 -0.31763 0.00222
4 H -2.63758 0.42142 1.03750
5 H 0.42625 -2.37714 -0.03746
6 H 0.06315 2.67958 -0.75313
7 N 1.25997 0.96224 0.25505
8 N -0.00505 0.87378 0.13456
9 O -0.69150 2.08084 -0.16123
10 F 2.83010 -0.66679 -0.06446
11 S -2.25437 -0.76760 -0.04848

Forces on atoms 1 to 6 (eV/Å):
-4.3 3.1 -0.7
0.5 -2.0 0.7
4.1 -0.1 0.6
0.8 -2.9 -2.6
0.8 1.8 -0.3
-3.0 -2.8 2.5

[3]
The following is a DFT calculation (ωB97M-V with the def2-TZVPD basis set) of a single C3H3FN2S molecule.

## Properties
Frontier orbital gap in eV: 9.804
SMILES: Fc1cncn1S
DFT total energy in eV: -19690.0542
Net charge: 0

Atoms and positions in Å:
1 F 0.09905 2.19168 0.00206
2 C 0.38407 0.91629 -0.15468
3 C 1.52914 0.29808 -0.15845
4 N 1.32087 -1.09692 -0.00757
5 C 0.10189 -1.23539 0.01269
6 N -0.72181 -0.08265 -0.14196
7 S -2.40251 0.03921 -0.20146
8 H 2.60938 0.68823 -0.59434
9 H -0.37702 -2.26809 0.03072
10 H -2.54305 0.54957 1.21298

Forces on atoms 1 to 6 (eV/Å):
-0.2 0.2 -0.6
-4.1 0.1 0.1
5.2 -0.6 -1.6
3.5 1.8 -0.6
-6.1 -3.0 -0.3
4.0 0.5 0.6

[4]
The following is a DFT calculation (ωB97M-V with the def2-TZVPD basis set) of a single C3H3FO2 molecule.

## Properties
Frontier orbital gap in eV: 10.568
SMILES: O=CO/C=C\F
DFT total energy in eV: -9970.6296
Net charge: 0

Atoms and positions in Å:
1 O 2.31694 0.42963 0.34343
2 C 1.69217 -0.49432 -0.09180
3 O 0.37324 -0.52454 -0.30426
4 C -0.30590 0.66977 -0.24074
5 C -1.62828 0.58045 0.01967
6 F -2.20038 -0.58947 0.22713
7 H 1.95665 -1.54524 -0.05725
8 H 0.08814 1.65727 -0.47632
9 H -2.31067 1.41708 0.05321

Forces on atoms 1 to 6 (eV/Å):
0.0 -0.1 -0.9
-0.1 -0.3 2.2
-0.1 0.8 -0.8
-2.8 0.3 0.3
1.9 0.7 -0.5
-0.4 -0.7 0.2

[5]
The following is a DFT calculation (ωB97M-V with the def2-TZVPD basis set) of a molecular structure, C3H3FO2Yb.

## Properties
Spin multiplicity: 2
Frontier orbital gap (spin up / spin down) in eV: 4.677 / 6.342
DFT total energy in eV: -41489.8813
Net charge: +1

Atoms and positions in Å:
1 H 1.05400 -1.39374 1.07616
2 F -0.59725 1.73695 -0.60062
3 O 0.11195 0.39386 1.08507
4 O 0.42618 -1.00904 -0.70382
5 C -0.92322 0.58986 0.19862
6 C -0.88747 -0.68244 -0.55821
7 C 1.07349 -0.41697 0.41815
8 H -1.84712 0.85477 0.72251
9 H -1.51877 -0.91376 -1.41204
10 Yb 3.10822 0.84052 -0.22582

Forces on atoms 1 to 6 (eV/Å):
1.2 1.9 -0.4
0.1 -0.4 0.0
0.3 0.9 -0.1
-0.7 0.6 -0.6
-0.6 -0.2 0.4
-0.4 0.6 -1.4

[6]
The following is a DFT calculation (ωB97M-V with the def2-TZVPD basis set) of a molecular structure, C3H3FO2Zn.

## Properties
Frontier orbital gap in eV: 5.415
DFT total energy in eV: -58363.1670
Net charge: +2

Atoms and positions in Å:
1 F 0.73338 -0.42720 -2.71405
2 H 1.47440 -0.56436 -1.91825
3 H -0.19716 1.94025 -0.12604
4 O -1.18127 0.25411 0.68259
5 O 0.70265 -0.67437 1.08949
6 C -0.21179 0.84719 -0.20933
7 C 1.02173 0.16335 0.10239
8 C -0.59903 -0.54651 1.46823
9 H -0.38742 0.57283 -1.41310
10 Zn -1.35548 -1.56529 3.03806

Forces on atoms 1 to 6 (eV/Å):
3.2 -0.6 4.2
-3.0 0.7 -4.1
-0.2 0.0 0.0
-1.6 -0.5 1.9
-0.3 -1.1 1.8
0.7 -0.4 -3.0